1.
Density functional theory data (wB97M-V/def2-TZVPD) for a structure of composition C16H11Br2N8Rh in a non-equilibrium geometry.

Highest occupied orbital energy (alpha / beta)   -14.7 / -14.7 eV
HOMO-LUMO gap (alpha / beta)   5.1 / 5.1 eV
LUMO (alpha / beta)   -0.35141 / -0.35207 Ha

ORCA input file:
```
! wB97M-V def2-TZVPD RIJCOSX def2/J DEFGRID3
* xyz 2 1
Rh 0.53286 0.25576 -0.29420
Br 4.07553 -5.25844 -0.19064
C 3.09660 -3.68473 -0.29165
C 3.72498 -2.44868 -0.15043
C 2.96019 -1.30242 -0.21316
N 1.63961 -1.34944 -0.42236
C 1.01953 -2.54418 -0.56957
C 1.71735 -3.73086 -0.51324
C -0.43103 -2.38520 -0.79569
C -1.32672 -3.41620 -0.97807
C -2.68534 -3.11557 -1.10699
Br -3.92397 -4.48045 -1.31982
C -3.09516 -1.78457 -1.05931
C -2.14316 -0.80363 -0.88443
N -0.84013 -1.08649 -0.76816
H 4.78980 -2.37658 0.01253
H 3.40329 -0.31907 -0.10872
H 1.21948 -4.68007 -0.64063
H -0.99378 -4.44235 -1.00896
H -4.13449 -1.51405 -1.16669
H -2.41291 0.24496 -0.86738
N -1.19433 0.87411 5.54878
C -0.40590 0.56128 4.76521
N 0.46456 0.12934 3.90178
C 0.65895 0.32593 2.69942
N 1.01130 0.49443 1.57473
N -2.24950 5.02978 0.33528
C -1.18693 4.36777 -0.13785
C -1.12151 2.95396 -0.13644
N -0.06217 2.33041 -0.62715
C 0.94631 3.06280 -1.11734
C 0.86464 4.44932 -1.09429
N -0.16928 5.10065 -0.60986
H -3.05359 4.56489 0.71624
H -2.22943 6.03744 0.31959
H -1.93510 2.35062 0.24438
H 1.79231 2.54611 -1.55183
H 1.67714 5.04337 -1.49310
*
```

List of natural (NBO) charges in e, atom by atom: 1.1436, 0.2455, -0.0214, -0.2413, 0.0942, -0.4183, 0.1790, -0.2164, 0.1832, -0.2186, -0.0127, 0.2552, -0.2482, 0.0949, -0.4040, 0.2768, 0.2408, 0.2624, 0.2655, 0.2772, 0.2335, -0.2245, 0.3728, -0.4495, 0.6602, -0.5705, -0.7400, 0.3733, -0.0413, -0.4689, -0.0861, 0.0721, -0.3724, 0.4122, 0.4354, 0.2039, 0.2161, 0.2361

***

2.
Density functional theory data (wB97M-V/def2-TZVPD) for a structure of composition C34H37EuN4O2S2 in a non-equilibrium geometry.

Highest occupied orbital energy (alpha / beta)   -7.9 / -7.9 eV
HOMO-LUMO gap (alpha / beta)   7.0 / 7.1 eV
LUMO (alpha / beta)   -0.03063 / -0.02736 Ha

ORCA input file:
```
! wB97M-V def2-TZVPD RIJCOSX def2/J DEFGRID3
* xyz 0 7
Eu 0.37696 0.14890 -0.10458
C 0.39693 5.60609 -0.84921
S -1.09142 4.93125 -1.61566
C -0.98530 3.23192 -1.10549
S -0.40952 2.87103 0.47324
N -1.47209 2.43922 -2.01590
N -1.44241 1.10602 -1.66605
C -2.19099 0.35860 -2.37548
C -2.27174 -1.07676 -2.07468
C -3.22296 -1.87238 -2.69166
C -3.36854 -3.18562 -2.27312
C -2.57529 -3.64766 -1.23855
C -1.62988 -2.78942 -0.69492
N -1.45126 -1.54425 -1.12242
H 0.43884 6.65332 -1.14518
H 1.27368 5.08269 -1.22501
H 0.35054 5.52926 0.23322
H -2.81907 0.79253 -3.15012
H -3.84886 -1.45391 -3.46806
H -4.10610 -3.82895 -2.73452
H -2.68393 -4.64827 -0.84520
H -0.99896 -3.10051 0.12401
C 5.45563 -2.36370 -1.30392
C 4.09976 -1.68673 -1.53424
C 3.72595 -1.71506 -3.01062
C 3.06219 -2.31686 -0.62987
C 2.20573 -3.32653 -1.05308
C 1.38766 -3.99564 -0.14597
C 1.35995 -3.65313 1.19812
C 0.43010 -4.32900 2.16787
C 2.19801 -2.62203 1.61999
C 3.03105 -1.97167 0.72737
H 6.22756 -1.88721 -1.91186
H 5.41072 -3.42031 -1.57920
H 5.76047 -2.30267 -0.25807
H 4.18171 -0.63881 -1.23949
H 3.71507 -2.73412 -3.40569
H 4.46004 -1.15248 -3.58952
H 2.75074 -1.25720 -3.18156
H 2.19224 -3.62492 -2.09358
H 0.75528 -4.80221 -0.50164
H -0.33037 -3.62562 2.51690
H 0.96831 -4.69067 3.04484
H -0.07439 -5.17890 1.70727
H 2.19319 -2.32320 2.66224
H 3.72405 -1.22085 1.09066
O -1.69854 -0.12145 3.21736
C -0.67686 -0.17431 2.57285
O -0.43953 -0.94078 1.54203
C 0.51560 0.68497 2.98736
C 0.46138 1.28105 4.26217
C 1.57844 1.90883 4.71773
C 2.73683 1.94996 3.90660
C 3.95256 2.52236 4.35292
C 5.05139 2.52503 3.54658
C 4.97272 1.98616 2.24169
C 3.80925 1.44767 1.77427
C 2.67231 1.38878 2.61285
N 1.54118 0.75505 2.17044
H -0.45564 1.20332 4.82576
H 1.60122 2.37111 5.69765
H 3.99064 2.95332 5.34589
H 5.98369 2.94688 3.89787
H 5.84632 2.01366 1.60246
H 3.71398 1.08337 0.75921
C 3.95349 3.05781 -3.65311
C 4.26426 2.62675 -2.21373
C 4.42388 3.87319 -1.33385
C 5.56817 1.81565 -2.19097
C 3.16279 1.78680 -1.70598
C 2.22882 1.10910 -1.30277
H 4.82024 3.56091 -4.08880
H 3.10803 3.74660 -3.67624
H 3.70320 2.19448 -4.26995
H 5.20395 4.52023 -1.74268
H 4.69707 3.60226 -0.31542
H 3.49085 4.43597 -1.28967
H 6.39679 2.42340 -2.56209
H 5.48278 0.92683 -2.81800
H 5.80674 1.49319 -1.17471
*
```

List of Mulliken charges in e, atom by atom: 0.8583, -0.4704, -0.0714, 0.4252, -0.3862, -1.2375, 0.6296, -0.8012, 0.9808, -0.8299, -0.3792, -1.0284, -0.3569, 0.0623, 0.3623, -0.1398, 0.3089, 0.3337, 0.4323, 0.4258, 0.4560, 0.7446, -1.6816, 2.3475, -1.8131, 0.2423, -0.5072, -0.6004, 0.8038, -1.7069, -0.4204, -0.2756, 0.4456, 0.3749, 0.3748, -1.1783, 0.4947, 0.4001, 0.2700, 0.3346, 0.3611, 0.2714, 0.4631, 0.3095, 0.3777, 0.3965, -0.7018, 0.3472, -0.1792, 0.6317, -1.1778, -0.8479, 1.2532, -0.8214, -0.8382, -0.7317, -0.2649, -0.4866, 1.0151, 0.6047, 0.4256, 0.4141, 0.4023, 0.4546, 0.3714, -1.8415, 2.4082, -1.1460, -1.5929, -0.0902, -0.6601, 0.4529, 0.3140, 0.3641, 0.4307, 0.2302, -0.0433, 0.5170, 0.2117, 0.1720

***

3.
Density functional theory data (wB97M-V/def2-TZVPD) for a cluster of 8 separate species, C21H58O11 in total in a non-equilibrium geometry.

Highest occupied orbital energy   -9.5 eV
HOMO-LUMO gap   9.5 eV
SMILES   CC(C)O.CC(C)O.CC(C)O.CC(C)O.CC(C)O.OCCO.OCCO.OCCO
LUMO   0.00069 Ha

ORCA input file:
```
! wB97M-V def2-TZVPD RIJCOSX def2/J DEFGRID3
* xyz 0 1
C 1.58564 1.03865 3.23412
C 2.50472 -0.19665 3.17295
C 1.83613 -1.35263 3.91021
O 2.71180 -0.67418 1.89637
H 1.40384 1.31830 4.27184
H 0.60266 0.84973 2.80268
H 2.05326 1.90047 2.75798
H 3.48538 0.13099 3.51801
H 0.94024 -1.72696 3.41487
H 1.55960 -1.03299 4.91492
H 2.57945 -2.14496 3.99844
H 1.92778 -1.15264 1.61709
C 0.58686 -2.27096 -3.17986
C 0.49426 -3.25354 -4.29582
C -0.49112 -4.34498 -4.02935
O 0.01123 -2.54082 -5.45696
H 0.64553 -2.79051 -2.22345
H -0.30073 -1.66902 -2.98502
H 1.43595 -1.59276 -3.26465
H 1.43706 -3.69303 -4.62151
H -0.58882 -5.09178 -4.81728
H -1.40630 -3.88595 -3.65537
H -0.10936 -4.92173 -3.18691
H 0.56303 -1.76315 -5.56803
C 2.02165 5.83108 0.60535
C 1.78774 4.34777 0.67600
C 0.30654 4.05659 0.40672
O 2.59247 3.68382 -0.25801
H 3.09106 6.00734 0.72109
H 1.47453 6.22733 1.46077
H 1.62895 6.31438 -0.28926
H 2.04283 4.01605 1.68248
H 0.07523 2.99141 0.40504
H -0.08464 4.44705 -0.53276
H -0.26587 4.55724 1.18761
H 2.35009 2.75494 -0.26397
C -3.56408 3.75013 -0.96913
C -3.02044 2.38099 -1.12598
C -3.37269 1.53645 0.13174
O -3.77659 1.86915 -2.23551
H -3.40911 4.35423 -1.86308
H -3.09200 4.20157 -0.09652
H -4.64691 3.73966 -0.84477
H -1.96460 2.48024 -1.37790
H -3.06298 2.12406 0.99597
H -2.81394 0.60091 0.15773
H -4.41114 1.25835 0.31171
H -4.69686 2.07708 -2.05811
C -2.37704 -1.73898 3.96507
C -3.11519 -2.11791 2.62652
C -4.14912 -1.07220 2.36427
O -2.22061 -2.11674 1.55639
H -1.62202 -2.52264 4.02778
H -3.01822 -1.76758 4.84608
H -1.82547 -0.80308 3.87584
H -3.56483 -3.10295 2.75154
H -3.80988 -0.05614 2.16269
H -4.93591 -1.09721 3.11822
H -4.68302 -1.37819 1.46460
H -2.71343 -2.45870 0.80685
O 3.15870 4.45776 -2.87984
C 2.46153 3.39662 -3.49328
C 3.43470 2.23820 -3.39914
O 2.99557 0.97328 -3.71019
H 2.93802 4.50345 -1.94666
H 1.58185 3.15102 -2.89835
H 2.15663 3.71940 -4.48875
H 3.89359 2.20475 -2.41101
H 4.33382 2.40434 -3.99249
H 3.61423 0.29677 -3.42525
O -0.19483 -6.06088 2.52363
C 0.20157 -4.83587 1.84861
C -0.06726 -4.87860 0.31069
O 0.45443 -6.01295 -0.27370
H -1.15338 -6.05630 2.47097
H -0.25915 -3.94267 2.27056
H 1.28753 -4.74251 1.85753
H 0.26588 -3.96554 -0.18271
H -1.15505 -4.84034 0.25271
H -0.05343 -6.75785 0.05614
O 0.32703 -1.28406 0.62089
C 0.05069 -0.06650 -0.02807
C 1.28460 0.42092 -0.78459
O 2.16608 1.07758 0.06472
H -0.50657 -1.58942 0.98621
H -0.84481 -0.17563 -0.63985
H -0.11262 0.67847 0.75068
H 0.98795 1.11401 -1.57182
H 1.75291 -0.42235 -1.29221
H 2.37705 0.48084 0.78652
*
```

List of Mulliken charges in e, atom by atom: -1.1746, 0.6407, -1.2215, -0.7090, 0.5443, 0.0950, 0.1442, 0.4602, 0.0815, 0.4530, 0.3288, 0.3136, -0.6344, 0.6707, -1.3701, -0.5926, -0.1662, 0.3599, 0.2481, 0.2387, 0.3709, 0.3044, 0.2805, 0.3089, -1.8349, 1.0834, -0.9402, -0.5392, 0.4255, 0.4692, 0.4060, -0.0422, -0.1927, 0.3437, 0.5259, 0.2868, -1.5637, 0.7651, -0.9340, -0.5965, 0.4167, 0.2707, 0.4605, -0.0746, 0.3978, 0.0659, 0.4531, 0.3909, -1.2464, 0.3691, -1.4112, -0.2819, 0.3228, 0.4249, 0.2460, 0.2783, 0.1749, 0.4788, 0.4282, 0.1388, -0.6104, 0.1029, -0.4823, -0.4969, 0.3805, -0.1749, 0.3420, 0.2176, 0.4389, 0.3029, -0.5690, -0.0337, 0.1045, -0.5554, 0.3451, -0.1307, 0.3365, -0.1836, 0.2415, 0.3684, 0.0049, -0.0789, -0.0921, -0.7828, -0.0348, 0.5170, -0.1514, 0.2811, 0.1671, 0.2856

***

4.
Density functional theory data (wB97M-V/def2-TZVPD) for a cluster of 4 separate species, C12H24O12 in total in a non-equilibrium geometry.

Highest occupied orbital energy   -10.8 eV
HOMO-LUMO gap   11.5 eV
SMILES   COC(=O)OC.COC(=O)OC.COC(=O)OC.COC(=O)OC
LUMO   0.02601 Ha

ORCA input file:
```
! wB97M-V def2-TZVPD RIJCOSX def2/J DEFGRID3
* xyz 0 1
C -2.78748 -3.37147 -3.52336
O -2.75182 -3.79365 -2.16978
C -3.40384 -3.00667 -1.31075
O -3.96295 -1.98063 -1.57005
O -3.31909 -3.56556 -0.10691
C -3.80081 -2.75139 0.96775
H -2.68275 -4.25804 -4.14962
H -1.93169 -2.72967 -3.73483
H -3.71864 -2.88452 -3.79871
H -4.84200 -2.48051 0.78609
H -3.16887 -1.87550 1.07369
H -3.78695 -3.32180 1.89253
C -0.09017 -2.53760 1.29624
O -0.85481 -1.34047 1.54512
C -0.82780 -0.44968 0.55270
O -0.04201 -0.44353 -0.35451
O -1.81015 0.41673 0.74800
C -1.90712 1.47368 -0.20226
H -0.32070 -3.22117 2.10535
H 0.96979 -2.29336 1.29873
H -0.38119 -2.96627 0.33990
H -2.70161 2.14033 0.11030
H -2.11933 1.05329 -1.18478
H -0.98378 2.04809 -0.23403
C 4.57817 -1.94669 -2.77124
O 3.92862 -0.95544 -1.99905
C 4.00118 -1.11606 -0.67572
O 4.81548 -1.78603 -0.10151
O 3.04245 -0.38236 -0.12629
C 3.06025 -0.28152 1.26836
H 4.43393 -2.98477 -2.46504
H 5.66997 -1.82972 -2.76107
H 4.23930 -1.80596 -3.79333
H 3.51629 -1.12565 1.78527
H 2.04000 -0.20910 1.65242
H 3.56417 0.63315 1.59561
C 1.15166 2.76357 2.56928
O 1.43898 3.91936 1.79363
C 0.38849 4.58694 1.33999
O -0.72745 4.15336 1.23567
O 0.77532 5.81038 0.99467
C -0.27496 6.65880 0.55867
H 2.01679 2.52420 3.17592
H 0.96006 1.90803 1.91309
H 0.25095 2.92343 3.15920
H -0.75654 6.27959 -0.34608
H 0.15526 7.62207 0.29980
H -1.04260 6.77975 1.32094
*
```

List of natural (NBO) charges in e, atom by atom: -0.2621, -0.4946, 0.9802, -0.6390, -0.5011, -0.2634, 0.1913, 0.1888, 0.2046, 0.1945, 0.2046, 0.1936, -0.2552, -0.5134, 0.9742, -0.6347, -0.4968, -0.2536, 0.1972, 0.1897, 0.2001, 0.2027, 0.1924, 0.1994, -0.2611, -0.4908, 0.9844, -0.6404, -0.4775, -0.2656, 0.1931, 0.1864, 0.1960, 0.2070, 0.1854, 0.1834, -0.2564, -0.4934, 0.9838, -0.6498, -0.4877, -0.2586, 0.1964, 0.1843, 0.2008, 0.1913, 0.1974, 0.1924

***

5.
Density functional theory data (wB97M-V/def2-TZVPD) for a structure of composition C3H7O3 in a non-equilibrium geometry.

Highest occupied orbital energy   -4.8 eV
HOMO-LUMO gap   9.0 eV
LUMO   0.15383 Ha

ORCA input file:
```
! wB97M-V def2-TZVPD RIJCOSX def2/J DEFGRID3
* xyz -1 1
O -0.43706 1.05710 -1.78671
C -0.29560 0.55998 -0.64194
O 0.80459 0.79443 0.10249
C -1.18328 -0.62565 -0.09661
C -1.53423 -0.25976 1.39887
H -0.50832 -1.52674 -0.04482
H -2.05588 -0.72209 -0.65872
H -1.92381 0.78726 1.47399
H -0.44598 -0.27696 1.86632
H -2.07829 -1.06060 2.02803
H 1.51409 -0.24296 0.42437
H 2.92751 -0.56572 0.86568
O 2.21364 -1.15647 0.44463
*
```

List of natural (NBO) charges in e, atom by atom: -0.6978, 0.7851, -0.8207, -0.5163, -0.6339, 0.2322, 0.1931, 0.2010, 0.2384, 0.1860, 0.4865, 0.4246, -1.0782

***

The ΔE to the lowest compared entry with this formula, charge and spin results, record by record, are as follows: 23.00, 34.96, 0.00, 38.55, 127.89 kJ/mol.